No. 1
ORCA calculation (ωB97M-V with the def2-TZVPD basis set) on an isolated molecule of C2H3I2NO2.

Properties
orbital gap (alpha / beta)	7.05 / 5.56	eV
2S+1	3
net charge	0
HOMO energy (alpha / beta)	-6.76 / -9.78	eV
⟨S²⟩	2.006

Cartesian coordinates (Å):
C: -0.79 -0.67 -0.06
C: 0.48 -0.09 0.37
N: 0.38 1.34 0.03
O: 0.20 1.48 -1.14
O: 0.47 2.23 0.80
I: -0.92 -2.82 -0.22
I: 2.27 -0.69 -0.73
H: -0.95 -0.26 -1.03
H: -1.73 -0.39 0.48
H: 0.58 -0.13 1.50

In elementary charge units, the Löwdin charges are: C -0.724; C -0.766; N -0.561; O -0.023; O 0.091; I 0.725; I 1.032; H 0.030; H 0.071; H 0.124

=====

No. 2
ORCA calculation (ωB97M-V with the def2-TZVPD basis set) on a structure of composition C19H28CoN3PSSbSe4.

Properties
orbital gap (alpha / beta)	5.90 / 5.59	eV
2S+1	4
net charge	-1
HOMO energy (alpha / beta)	-3.85 / -3.85	eV
⟨S²⟩	3.781

Cartesian coordinates (Å):
Co: 0.00 -0.04 0.18
N: -0.64 1.57 4.00
C: -0.50 0.30 4.53
C: -0.55 -0.18 5.83
C: -0.38 -1.54 5.99
C: -0.18 -2.40 4.89
C: -0.15 -1.92 3.60
C: -0.29 -0.54 3.43
N: -0.31 0.20 2.27
C: -0.52 1.44 2.65
C: -0.58 2.49 1.64
C: -0.90 3.81 1.77
S: -0.87 4.55 0.23
C: -0.44 3.06 -0.47
N: -0.31 2.07 0.36
H: -0.91 2.40 4.49
H: -0.72 0.47 6.68
H: -0.42 -1.97 6.99
H: -0.10 -3.46 5.07
H: -0.06 -2.56 2.74
H: -1.17 4.35 2.65
H: -0.34 2.93 -1.54
C: 2.43 -2.59 0.61
C: 3.14 -1.56 -0.27
C: 4.65 -1.62 -0.05
P: 2.26 0.08 -0.13
C: 3.13 1.11 1.16
C: 3.13 0.40 2.51
C: 4.50 1.71 0.87
C: 2.65 0.96 -1.72
C: 4.02 0.76 -2.35
C: 1.57 0.63 -2.75
H: 2.81 -3.59 0.39
H: 1.36 -2.58 0.45
H: 2.62 -2.39 1.67
H: 2.93 -1.84 -1.31
H: 4.89 -1.46 1.00
H: 5.20 -0.90 -0.64
H: 5.02 -2.61 -0.31
H: 2.42 1.95 1.24
H: 3.94 -0.33 2.57
H: 2.19 -0.12 2.71
H: 3.28 1.12 3.32
H: 5.26 0.95 0.73
H: 4.81 2.33 1.72
H: 4.49 2.36 -0.01
H: 2.54 2.02 -1.44
H: 4.15 -0.28 -2.65
H: 4.85 1.03 -1.70
H: 4.10 1.37 -3.25
H: 1.61 -0.42 -3.03
H: 1.72 1.23 -3.65
H: 0.55 0.80 -2.37
Se: -5.22 -1.36 -1.54
Sb: -3.37 -0.49 -0.03
Se: -1.34 -1.55 -1.00
Se: -3.76 -1.20 2.23
Se: -3.69 1.85 -0.58

In elementary charge units, the Löwdin charges are: Co -0.158; N 0.191; C -0.185; C -0.026; C -0.098; C -0.086; C -0.013; C -0.256; N 0.111; C -0.256; C -0.315; C -0.339; S 1.010; C -0.495; N -0.043; H 0.159; H 0.103; H 0.095; H 0.098; H 0.114; H 0.072; H 0.083; C -0.134; C -0.521; C -0.117; P 1.014; C -0.523; C -0.113; C -0.118; C -0.536; C -0.125; C -0.142; H 0.076; H 0.027; H 0.066; H 0.104; H 0.062; H 0.046; H 0.077; H 0.090; H 0.064; H 0.045; H 0.079; H 0.061; H 0.075; H 0.062; H 0.100; H 0.073; H 0.048; H 0.075; H 0.077; H 0.075; H 0.029; Se -0.044; Sb -0.410; Se 0.013; Se -0.230; Se -0.189

=====

No. 3
ORCA calculation (ωB97M-V with the def2-TZVPD basis set) on a structure of composition C24H25N5O4S3Ti.

Properties
orbital gap (alpha / beta)	5.69 / 7.27	eV
2S+1	3
net charge	0
HOMO energy (alpha / beta)	-5.61 / -7.41	eV
⟨S²⟩	2.017

Cartesian coordinates (Å):
Ti: 1.17 -0.81 -0.61
N: 4.77 1.70 -0.02
C: 3.54 1.14 -0.27
S: 3.55 -0.51 -0.86
N: 2.50 1.87 -0.02
N: 1.32 1.19 -0.22
C: 0.19 1.90 -0.15
C: 0.18 3.38 -0.09
C: -0.45 4.05 0.96
C: -0.47 5.43 1.00
C: 0.14 6.17 0.00
C: 0.78 5.51 -1.05
C: 0.80 4.13 -1.09
C: -1.01 1.14 -0.18
C: -2.31 1.71 -0.20
C: -3.40 0.90 -0.16
C: -3.24 -0.51 -0.11
C: -1.96 -1.00 -0.16
N: -0.86 -0.23 -0.22
H: 5.55 1.29 -0.50
H: 4.78 2.71 0.06
H: -0.91 3.47 1.75
H: -0.95 5.94 1.82
H: 0.13 7.25 0.03
H: 1.26 6.08 -1.84
H: 1.30 3.61 -1.90
H: -2.41 2.78 -0.24
H: -4.40 1.33 -0.18
H: -4.08 -1.18 -0.07
H: -1.78 -2.07 -0.16
O: 0.91 -5.04 -2.07
S: 0.34 -3.78 -1.71
O: 0.09 -3.52 -0.30
N: 1.16 -2.48 -2.23
C: 0.31 -1.61 -2.83
O: 0.56 -0.39 -2.78
C: -0.99 -2.22 -3.24
C: -2.02 -1.65 -3.96
C: -3.19 -2.39 -4.10
C: -3.32 -3.64 -3.51
C: -2.29 -4.20 -2.76
C: -1.13 -3.46 -2.65
H: -1.91 -0.66 -4.40
H: -4.01 -1.98 -4.67
H: -4.24 -4.19 -3.63
H: -2.39 -5.16 -2.29
C: 3.28 -2.67 3.21
C: 1.99 -2.06 3.74
S: 0.73 -2.17 2.47
O: 1.32 -1.29 1.38
C: -0.58 -1.15 3.18
C: -0.22 0.31 3.33
H: 4.05 -2.62 3.98
H: 3.63 -2.13 2.33
H: 3.14 -3.72 2.93
H: 2.11 -1.01 3.99
H: 1.59 -2.61 4.60
H: -0.84 -1.64 4.13
H: -1.41 -1.29 2.50
H: 0.48 0.49 4.15
H: -1.13 0.88 3.54
H: 0.22 0.70 2.41

In elementary charge units, the Löwdin charges are: Ti 0.820; N 0.050; C -0.840; S 0.626; N 0.018; N -0.112; C -0.209; C -0.184; C -0.046; C -0.085; C -0.095; C -0.079; C -0.027; C -0.213; C -0.012; C -0.071; C -0.074; C -0.153; N -0.007; H 0.065; H 0.088; H 0.113; H 0.100; H 0.099; H 0.101; H 0.118; H 0.111; H 0.103; H 0.098; H 0.099; O -0.264; S 0.647; O -0.346; N -0.107; C -0.534; O -0.010; C -0.138; C 0.013; C -0.055; C -0.059; C -0.024; C -0.217; H 0.128; H 0.108; H 0.108; H 0.124; C -0.121; C -0.380; S 1.015; O -0.627; C -0.363; C -0.107; H 0.081; H 0.070; H 0.081; H 0.091; H 0.099; H 0.096; H 0.072; H 0.073; H 0.085; H 0.062

=====

No. 4
ORCA calculation (ωB97M-V with the def2-TZVPD basis set) on an isolated molecule of C4H4O4.

Properties
orbital gap (alpha / beta)	7.20 / 7.36	eV
net charge	0
HOMO energy (alpha / beta)	-7.02 / -7.10	eV

Cartesian coordinates (Å):
C: -0.62 -0.83 -0.18
C: -1.15 0.25 -1.03
C: -0.17 2.39 -0.53
C: 0.47 -0.77 0.57
O: 0.53 3.33 -0.55
O: -0.52 1.36 -1.11
O: 0.98 -1.88 1.25
O: 1.30 0.37 0.62
H: -0.98 -1.92 -0.27
H: -2.13 0.11 -1.60
H: 0.31 -2.53 1.59
H: 1.97 0.12 1.24

In elementary charge units, the Löwdin charges are: C -0.041; C -0.143; C -0.305; C -0.379; O 0.144; O 0.094; O 0.030; O 0.069; H 0.149; H 0.142; H 0.139; H 0.102

=====

No. 5
ORCA calculation (ωB97M-V with the def2-TZVPD basis set) on a structure of composition C4H11Cl2NOTi.

Properties
orbital gap (alpha / beta)	5.37 / 3.93	eV
2S+1	5
net charge	0
HOMO energy (alpha / beta)	-5.05 / -8.64	eV
⟨S²⟩	6.008

Cartesian coordinates (Å):
Ti: 1.24 -1.34 0.70
Cl: 3.54 -0.71 1.91
Cl: 1.43 -3.98 0.24
C: -1.21 -1.31 -0.92
C: -0.46 -0.04 -1.19
C: -0.69 1.14 -0.12
O: -0.20 0.71 1.13
C: -0.01 1.70 2.12
N: 0.88 -0.28 -1.56
H: -1.19 -1.69 0.10
H: -0.93 -2.16 -1.55
H: -2.27 -1.14 -1.11
H: -0.89 0.37 -2.10
H: -1.69 1.56 -0.06
H: -0.05 1.94 -0.49
H: 0.30 1.30 3.09
H: -0.90 2.29 2.29
H: 0.83 2.33 1.83
H: 1.01 -1.10 -2.13
H: 1.26 0.43 -2.18

In elementary charge units, the Löwdin charges are: Ti 0.154; Cl 0.046; Cl -0.231; C -0.077; C -0.457; C -0.150; O -0.287; C -0.085; N 0.001; H 0.056; H 0.085; H 0.093; H 0.130; H 0.132; H 0.119; H 0.093; H 0.093; H 0.093; H 0.093; H 0.101

=====

No. 6
ORCA calculation (ωB97M-V with the def2-TZVPD basis set) on an isolated molecule of C3H3ClFNS.

Properties
orbital gap (alpha / beta)	8.15 / 7.63	eV
net charge	0
HOMO energy (alpha / beta)	-8.70 / -8.59	eV

Cartesian coordinates (Å):
C: -0.19 1.04 -0.90
C: 0.65 -0.09 -0.19
C: 0.02 -1.11 0.65
N: -1.41 1.23 -0.49
F: -0.49 -2.22 0.09
S: -2.21 0.44 0.50
Cl: 1.86 0.76 0.93
H: 0.40 1.89 -1.30
H: 1.06 -0.68 -1.06
H: 0.30 -1.26 1.77

In elementary charge units, the Löwdin charges are: C -0.266; C -0.644; C -0.261; N -0.565; F -0.011; S 0.785; Cl 0.577; H 0.116; H 0.137; H 0.133

=====

No. 7
ORCA calculation (ωB97M-V with the def2-TZVPD basis set) on the ion C4H8NO2 with charge +1.

Properties
SMILES string	COC[N+](C)=C=O
orbital gap	10.59	eV
net charge	+1
HOMO energy	-15.52	eV

Cartesian coordinates (Å):
C: 0.03 -1.02 -0.64
C: -0.55 -0.12 1.38
C: -1.85 0.80 -0.39
C: 2.01 0.16 0.18
N: -0.85 -0.16 0.16
O: -0.19 0.06 2.47
O: 1.30 -1.05 0.07
H: -0.30 -2.15 -0.65
H: 0.00 -0.51 -1.59
H: -2.38 0.14 -1.09
H: -1.24 1.67 -0.73
H: -2.57 1.03 0.46
H: 3.09 -0.17 0.30
H: 1.59 0.69 0.99
H: 1.92 0.64 -0.91

In elementary charge units, the Löwdin charges are: C -0.080; C -0.111; C 0.075; C -0.063; N -0.058; O 0.344; O -0.183; H 0.201; H 0.138; H 0.119; H 0.138; H 0.140; H 0.136; H 0.057; H 0.146

=====

No. 8
ORCA calculation (ωB97M-V with the def2-TZVPD basis set) on a cluster of 2 separate species, C3H11N2O in total.

Properties
orbital gap (alpha / beta)	2.23 / 9.51	eV
2S+1	2
net charge	0
HOMO energy (alpha / beta)	-2.09 / -9.29	eV
⟨S²⟩	0.751

Cartesian coordinates (Å):
C: -2.29 -0.48 -1.41
N: -1.55 -1.50 -0.88
O: -1.93 0.18 -2.41
H: -3.29 -0.39 -0.98
H: -2.04 -2.13 -0.25
H: -0.70 -1.81 -1.34
C: 0.67 1.80 0.72
N: 0.81 0.40 0.25
C: 1.73 -0.57 0.98
H: -0.15 2.21 0.08
H: 0.39 1.88 1.77
H: 1.63 2.29 0.59
H: 1.11 0.42 -0.71
H: -0.13 -0.04 0.23
H: 2.73 -0.41 0.53
H: 1.37 -1.56 0.76
H: 1.64 -0.31 2.06

In elementary charge units, the Löwdin charges are: C -0.511; N 0.045; O -0.114; H 0.080; H 0.073; H 0.061; C -0.111; N -0.084; C -0.007; H 0.073; H 0.040; H 0.079; H 0.083; H 0.052; H 0.082; H 0.058; H 0.099

=====

No. 9
ORCA calculation (ωB97M-V with the def2-TZVPD basis set) on the ion C2H5N2S with charge +1.

Properties
SMILES string	[H]/N=C(\[NH3+])C=S
orbital gap	8.04	eV
net charge	+1
HOMO energy	-14.32	eV

Cartesian coordinates (Å):
C: 0.55 0.62 0.18
C: 1.47 1.24 -0.80
N: 0.45 0.83 1.38
N: -0.44 -0.67 -0.45
S: 1.55 0.96 -2.41
H: 2.28 1.88 -0.27
H: -0.04 0.19 2.06
H: -0.10 -0.54 -1.52
H: -1.41 -0.29 -0.21
H: -0.43 -1.68 -0.12

In elementary charge units, the Löwdin charges are: C -0.341; C -0.558; N 0.214; N 0.145; S 0.849; H 0.119; H 0.142; H 0.103; H 0.159; H 0.168

=====

No. 10
ORCA calculation (ωB97M-V with the def2-TZVPD basis set) on an isolated molecule of C5H10O2.

Properties
SMILES string	C[C@@H](O)C/C=C\O
orbital gap	9.56	eV
net charge	0
HOMO energy	-8.80	eV

Cartesian coordinates (Å):
C: 0.64 1.27 -1.94
C: -0.30 0.80 -0.84
O: -1.29 -0.07 -1.36
C: 0.43 0.15 0.35
C: -0.56 -0.34 1.37
C: -0.45 -1.42 2.15
O: 0.62 -2.26 2.24
H: 1.36 2.01 -1.58
H: 1.20 0.43 -2.36
H: 0.05 1.72 -2.75
H: -0.87 1.66 -0.45
H: -0.87 -0.92 -1.55
H: 1.06 -0.67 -0.03
H: 1.12 0.89 0.78
H: -1.49 0.22 1.45
H: 1.38 -1.87 1.79
H: -1.26 -1.75 2.80

In elementary charge units, the Löwdin charges are: C -0.056; C -0.469; O -0.039; C -0.167; C -0.109; C -0.208; O 0.003; H 0.080; H 0.082; H 0.081; H 0.144; H 0.098; H 0.118; H 0.125; H 0.109; H 0.092; H 0.116

=====

No. 11
ORCA calculation (ωB97M-V with the def2-TZVPD basis set) on a cluster of 2 separate species, C5H11N3O in total.

Properties
SMILES string	C=NC(C)=O.C/N=C\N
orbital gap	9.54	eV
net charge	0
HOMO energy	-8.79	eV

Cartesian coordinates (Å):
C: 0.50 -1.14 0.95
C: 0.74 1.06 1.77
C: 1.13 0.11 -2.20
N: 1.09 0.00 0.86
C: 0.11 0.75 -1.29
N: -0.35 -1.56 1.94
C: -2.19 0.05 -1.07
N: -0.96 -0.16 -0.96
O: 0.03 1.95 -1.10
H: 0.91 -1.95 0.35
H: -0.86 -0.84 2.43
H: -0.83 -2.43 1.81
H: 1.09 0.84 2.78
H: 1.23 1.97 1.41
H: -0.34 1.25 1.80
H: 1.30 0.74 -3.07
H: 2.05 0.04 -1.63
H: 0.83 -0.89 -2.51
H: -2.60 0.88 -1.65
H: -2.89 -0.65 -0.63

In elementary charge units, the Löwdin charges are: C -0.329; C -0.150; C -0.016; N -0.063; C -0.539; N 0.109; C -0.008; N 0.031; O 0.068; H 0.118; H 0.080; H 0.087; H 0.078; H 0.071; H 0.074; H 0.083; H 0.079; H 0.074; H 0.084; H 0.069

=====

No. 12
ORCA calculation (ωB97M-V with the def2-TZVPD basis set) on a structure of composition C6H13N3.

Properties
orbital gap	9.15	eV
net charge	0
HOMO energy	-8.49	eV

Cartesian coordinates (Å):
C: 0.56 -1.97 1.53
C: 0.86 -1.36 0.11
C: 0.44 0.26 0.28
C: -0.98 0.37 0.64
C: -1.90 -0.08 -0.22
C: 1.16 2.42 0.78
H: 1.22 -1.31 2.18
H: 0.93 -3.06 1.72
H: -0.46 -1.61 1.80
H: 1.97 -1.32 -0.15
H: 0.44 -1.89 -0.67
H: -1.21 0.72 1.64
H: -3.08 -0.43 0.10
H: -2.41 -0.18 -2.03
H: 0.10 0.75 -1.74
H: 0.54 -0.80 -1.93
H: 0.49 2.75 -0.19
H: 0.49 2.45 1.90
H: 2.38 3.04 0.94
N: -1.54 -0.52 -1.43
N: -0.25 -0.14 -2.20
N: 1.47 1.11 0.44

In elementary charge units, the Löwdin charges are: C -0.103; C -0.192; C -0.334; C -0.139; C -0.236; C -0.229; H 0.081; H 0.101; H 0.058; H 0.119; H 0.028; H 0.101; H 0.197; H 0.161; H 0.075; H 0.067; H 0.108; H 0.129; H 0.148; N -0.088; N 0.028; N -0.079

=====

Number 1: maximum force 6.50 eV Å⁻¹. Number 2: maximum force 0.42 eV Å⁻¹. Number 3: maximum force 0.47 eV Å⁻¹. Number 4: maximum force 5.79 eV Å⁻¹. Number 5: maximum force 3.35 eV Å⁻¹. Number 6: maximum force 5.69 eV Å⁻¹. Number 7: maximum force 4.78 eV Å⁻¹. Number 8: maximum force 2.09 eV Å⁻¹. Number 9: maximum force 2.83 eV Å⁻¹. Number 10: maximum force 0.42 eV Å⁻¹. Number 11: maximum force 2.73 eV Å⁻¹. Number 12: maximum force 5.67 eV Å⁻¹.